1.
C4H12NS2 as an isolated structure in a non-equilibrium geometry. Source: the Open Molecules 2025 dataset; level of theory: the ωB97M-V functional and the def2-TZVPD basis.

Each line ends with the natural charge from an NBO analysis.
Cartesian coordinates (Å):
C 1.105 1.934 -0.083  0.038
C 2.147 1.072 -0.058  -0.401
N 0.072 1.927 0.769  -0.680
H 1.083 2.722 -0.816  0.223
H 2.994 1.219 -0.714  0.238
H 2.269 0.281 0.668  0.217
H -0.027 1.078 1.320  0.403
H -0.799 2.305 0.447  0.414
H -0.393 -0.922 0.075  0.018
C -0.229 -0.268 -2.195  -0.824
S -1.527 -0.328 -1.012  0.353
S 0.117 -1.469 1.312  0.183
C -1.494 -2.112 1.817  -0.752
H 0.667 0.188 -1.698  0.282
H -0.039 -1.251 -2.637  0.257
H -0.548 0.409 -2.981  0.282
H -1.951 -2.664 0.998  0.247
H -1.304 -2.800 2.637  0.270
H -2.141 -1.323 2.152  0.232

Results
Relative energy (zero: lowest compared OMol25 entry of this formula, charge and spin) = 4.7549 eV
Net charge = +1
E_HOMO = -12.70 eV
Gap between HOMO and LUMO = 0.169 hartree
Spin multiplicity = 1
Maximum force = 1.3 eV/Å



2.
A 2-piece molecular cluster, C4H12O overall in a non-equilibrium geometry. Source: the Open Molecules 2025 dataset; level of theory: the ωB97M-V functional and the def2-TZVPD basis.

Each line ends with the natural charge from an NBO analysis.
Cartesian coordinates (Å):
C -2.409 -1.006 -1.940  -0.637
C -1.696 -0.767 -0.627  -0.077
O -1.430 0.688 -0.544  -0.730
H -1.850 -0.503 -2.736  0.204
H -3.421 -0.626 -2.041  0.221
H -2.375 -2.065 -2.211  0.209
H -2.287 -0.837 0.284  0.191
H -0.747 -1.282 -0.505  0.169
H -0.725 0.828 -1.177  0.451
C 2.159 -0.053 1.194  -0.617
C 2.184 1.422 1.662  -0.614
H 1.305 -0.198 0.532  0.200
H 1.826 -0.657 2.041  0.207
H 3.063 -0.378 0.700  0.209
H 1.705 1.499 2.638  0.204
H 3.147 1.918 1.727  0.206
H 1.551 2.018 1.001  0.205

Results
Relative energy (zero: lowest compared OMol25 entry of this formula, charge and spin) = 0.8457 eV
Structure (SMILES) = CCO.CC
E_HOMO = -10.41 eV
Gap between HOMO and LUMO = 0.419 hartree
Spin multiplicity = 1
Maximum force = 2.8 eV/Å



3.
A 2-piece molecular cluster, C4H12O overall in a non-equilibrium geometry. Source: the Open Molecules 2025 dataset; level of theory: the ωB97M-V functional and the def2-TZVPD basis.

Each line ends with the natural charge from an NBO analysis.
Cartesian coordinates (Å):
C 3.034 -0.018 -0.221  -0.654
C 1.674 -0.589 0.210  -0.071
O 1.319 -1.985 0.122  -0.721
H 3.397 0.607 0.590  0.219
H 2.925 0.561 -1.139  0.210
H 3.825 -0.729 -0.473  0.220
H 1.542 -0.341 1.263  0.174
H 0.833 -0.141 -0.315  0.165
H 1.550 -2.317 -0.741  0.460
C -1.826 0.267 0.168  -0.610
C -3.188 0.966 0.026  -0.615
H -1.040 0.705 -0.433  0.201
H -1.499 0.203 1.209  0.203
H -2.025 -0.780 -0.068  0.208
H -3.883 0.785 0.838  0.211
H -3.501 0.744 -0.998  0.204
H -3.138 2.064 -0.038  0.197

Results
Relative energy (zero: lowest compared OMol25 entry of this formula, charge and spin) = 1.0229 eV
Structure (SMILES) = CCO.CC
E_HOMO = -10.16 eV
Gap between HOMO and LUMO = 0.409 hartree
Spin multiplicity = 1
Maximum force = 1.9 eV/Å



4.
A 3-piece molecular cluster, C4H12O2 overall in a non-equilibrium geometry. Source: the Open Molecules 2025 dataset; level of theory: the ωB97M-V functional and the def2-TZVPD basis.

Each line ends with the natural charge from an NBO analysis.
Cartesian coordinates (Å):
C 1.178 1.652 -0.075  -0.658
C 0.412 0.992 1.071  -0.220
C 0.349 -0.335 1.120  -0.155
C -0.226 -1.138 2.233  -0.661
H 1.634 2.602 0.284  0.218
H 2.037 1.016 -0.267  0.225
H 0.680 1.877 -1.025  0.205
H 0.036 1.598 1.886  0.201
H 0.703 -0.847 0.224  0.175
H -1.281 -0.979 2.483  0.228
H -0.160 -2.220 2.080  0.217
H 0.349 -0.867 3.128  0.223
O 0.540 -2.184 -2.534  -0.942
H -0.310 -2.379 -2.947  0.472
H 0.381 -2.132 -1.574  0.470
O -1.946 1.260 -0.994  -0.934
H -1.212 1.631 -0.490  0.472
H -1.570 1.169 -1.871  0.463

Results
Relative energy (zero: lowest compared OMol25 entry of this formula, charge and spin) = 0.9384 eV
Structure (SMILES) = C/C=C/C.O.O
E_HOMO = -9.46 eV
Gap between HOMO and LUMO = 0.375 hartree
Spin multiplicity = 1
Maximum force = 1.5 eV/Å



5.
A 3-piece molecular cluster, C4H12O2 overall in a non-equilibrium geometry. Source: the Open Molecules 2025 dataset; level of theory: the ωB97M-V functional and the def2-TZVPD basis.

Each line ends with the natural charge from an NBO analysis.
Cartesian coordinates (Å):
C 1.602 -1.150 -0.877  -0.646
C 0.335 -0.482 -0.468  -0.175
C 0.354 0.522 0.413  -0.219
C -0.864 1.231 0.872  -0.665
H 1.533 -2.237 -0.886  0.212
H 1.969 -0.836 -1.863  0.222
H 2.431 -0.821 -0.243  0.206
H -0.555 -0.841 -0.966  0.207
H 1.262 0.740 0.966  0.195
H -1.736 0.607 0.671  0.228
H -1.066 2.212 0.425  0.210
H -0.875 1.454 1.940  0.224
O -1.185 -1.919 2.357  -0.935
H -1.202 -2.888 2.396  0.466
H -0.249 -1.751 2.168  0.470
O -0.845 1.873 -2.528  -0.940
H -0.631 1.701 -1.598  0.475
H -0.277 2.583 -2.778  0.464

Results
Relative energy (zero: lowest compared OMol25 entry of this formula, charge and spin) = 0.6469 eV
Structure (SMILES) = C/C=C/C.O.O
E_HOMO = -9.38 eV
Gap between HOMO and LUMO = 0.374 hartree
Spin multiplicity = 1
Maximum force = 1.2 eV/Å



6.
A 2-piece molecular cluster, C4H12O2 overall in a non-equilibrium geometry. Source: the Open Molecules 2025 dataset; level of theory: the ωB97M-V functional and the def2-TZVPD basis.

Each line ends with the natural charge from an NBO analysis.
Cartesian coordinates (Å):
C -1.085 -1.063 1.908  -0.603
C -0.477 -1.291 0.517  -0.392
C 0.677 -0.330 0.256  -0.433
C 0.881 -0.036 -1.231  -0.045
O 2.226 0.374 -1.522  -0.722
H -0.309 -1.124 2.653  0.201
H -1.874 -1.785 2.129  0.203
H -1.570 -0.099 1.861  0.217
H -0.078 -2.286 0.391  0.197
H -1.219 -1.142 -0.258  0.201
H 0.558 0.649 0.703  0.198
H 1.650 -0.639 0.622  0.205
H 0.233 0.730 -1.674  0.144
H 0.686 -0.946 -1.801  0.169
H 2.492 0.956 -0.800  0.457
O -1.776 1.844 -0.059  -0.942
H -1.267 2.157 -0.813  0.471
H -2.598 2.348 -0.084  0.474

Results
Relative energy (zero: lowest compared OMol25 entry of this formula, charge and spin) = 0.3511 eV
Structure (SMILES) = CCCCO.O
E_HOMO = -10.16 eV
Gap between HOMO and LUMO = 0.396 hartree
Spin multiplicity = 1
Maximum force = 1.4 eV/Å